1.
# C4H5NO3

The molecule C4H5NO3 at a distorted geometry (the ωB97M-V functional and the def2-TZVPD basis, the OMol25 dataset).

The geometry in XYZ format:
```
13
Properties=species:S:1:pos:R:3:forces:R:3
C -1.879880 -0.210467 -0.292594 0.3 -0.2 1.4
C 0.156155 0.418588 0.317384 -2.2 -0.6 1.0
C 1.538261 0.696982 0.034880 4.3 5.2 -1.4
C 0.162595 -0.979891 0.024263 1.3 -6.0 0.3
H -2.189607 0.129707 0.765772 -0.8 -0.6 -1.9
H -2.671728 -0.494360 -1.130133 1.9 1.1 1.9
H -0.298365 0.486169 1.396840 1.2 0.6 -1.6
H 1.679881 1.493383 -0.964004 -0.5 -2.3 3.1
H 1.957989 1.402961 1.058237 -0.3 -2.8 -3.1
N 1.278056 -1.646571 -0.241659 -2.9 2.8 -0.1
O -0.857195 0.796051 -0.614717 -1.7 -0.9 -0.5
O 2.250131 -0.595675 -0.436632 -1.7 1.7 2.3
O -1.126294 -1.496878 0.082361 1.0 2.1 -1.5
```
Forces are in eV/Å.

* LUMO energy: 0.0170 Eh
* M: 115.1 g/mol
* SMILES string: C1OC2=NOC[C@H]2O1
* E_HOMO: -9.25 eV
* charge: 0
* multiplicity: 1

***

2.
# C4H5NO3

A cluster of 2 separate species, C4H5NO3 in total at a distorted geometry (the ωB97M-V functional and the def2-TZVPD basis, the OMol25 dataset).

The geometry in XYZ format:
```
13
Properties=species:S:1:pos:R:3:forces:R:3
C 0.938451 0.179374 -0.669591 1.4 5.7 1.2
C 0.787694 -0.083933 0.748969 3.5 1.0 -1.2
C -0.507180 -0.232553 1.321365 -4.3 2.7 -0.7
C -0.749542 -1.013159 -0.878778 -4.5 -3.9 2.0
H 1.560802 2.184325 -2.433819 0.8 -3.5 4.1
H 2.650762 1.693841 -0.653685 -0.8 -0.6 0.5
H 1.615261 0.275163 1.486866 -1.6 -0.7 -1.7
H -1.578133 -1.822518 -1.514721 2.8 3.1 1.6
H 0.012779 -1.576774 -0.190213 -1.6 -0.3 -2.4
N 1.902374 1.192539 -1.127897 -2.4 0.3 -3.9
O -0.976300 0.149930 2.373649 1.6 -1.3 -0.7
O -1.528374 -0.350434 0.243512 3.0 -1.9 -1.0
O -0.044655 -0.074519 -1.608528 2.1 -0.5 2.0
```
Forces are in eV/Å.

* LUMO energy: -0.0594 Eh
* M: 115.1 g/mol
* E_HOMO: -8.90 eV
* charge: 0
* multiplicity: 1

***

3.
# C4H5NO3

A cluster of 2 separate species, C4H5NO3 in total at a distorted geometry (the ωB97M-V functional and the def2-TZVPD basis, the OMol25 dataset).

The geometry in XYZ format:
```
13
Properties=species:S:1:pos:R:3:forces:R:3
C 2.443402 -0.095628 0.202853 3.2 1.7 -0.2
C 0.173073 -0.586146 0.019167 2.3 0.1 -2.1
C -0.974926 -1.406703 -0.147158 -0.2 -3.2 0.5
C -0.333994 0.658798 -0.160897 1.1 5.2 1.5
H 2.323085 0.007260 1.413158 1.5 0.7 -2.8
H 3.420619 -0.771136 -0.280329 -2.2 2.6 2.1
H 2.301866 0.935013 -0.495446 0.6 -2.4 2.3
H -0.927242 -2.558223 -0.442962 -0.4 2.7 1.1
H -0.576192 2.751484 1.257234 1.5 -1.3 -3.3
N -2.098472 -0.775940 0.112717 2.0 1.2 -0.7
O 1.475355 -0.971321 -0.058957 -4.0 -3.1 -1.6
O -1.602706 0.614105 0.175961 -2.6 -0.6 -0.7
O 0.165081 2.062875 -0.332562 -2.7 -3.7 3.9
```
Forces are in eV/Å.

* LUMO energy: -0.1001 Eh
* M: 115.1 g/mol
* E_HOMO: -8.92 eV
* charge: 0
* multiplicity: 1

***

4.
# C4H5NO3

A structure of composition C4H5NO3 at a distorted geometry (the ωB97M-V functional and the def2-TZVPD basis, the OMol25 dataset).

The geometry in XYZ format:
```
13
Properties=species:S:1:pos:R:3:forces:R:3
C -1.203639 -1.288371 0.041757 -0.4 -0.8 -2.8
C 0.080952 -0.409811 0.654168 -3.7 -3.1 -3.1
C -0.241270 0.959132 0.937494 4.1 1.4 1.5
C 0.792641 -0.351198 -0.796446 2.3 -3.0 2.0
H -0.390535 -1.985762 -0.810104 -3.5 0.6 2.3
H 0.491191 -0.750606 1.561425 1.0 -1.9 0.3
H 0.656991 1.272224 1.643924 -2.1 0.3 -0.9
H -1.193221 1.022084 1.283885 -2.6 0.9 1.5
H 1.427160 1.329357 -1.813689 -2.6 -0.5 3.2
N 0.875859 0.949840 -0.878773 3.3 2.3 -5.6
O -2.449398 -1.139928 -0.046519 5.5 -0.3 1.1
O -0.147169 1.638600 -0.262935 0.0 1.5 -1.3
O 1.300438 -1.245562 -1.514188 -1.4 2.5 1.8
```
Forces are in eV/Å.

* LUMO energy: 0.0058 Eh
* M: 115.1 g/mol
* E_HOMO: -9.22 eV
* charge: 0
* multiplicity: 1

***

5.
# C4H5NO3

A cluster of 2 separate species, C4H5NO3 in total at a distorted geometry (the ωB97M-V functional and the def2-TZVPD basis, the OMol25 dataset).

The geometry in XYZ format:
```
13
Properties=species:S:1:pos:R:3:forces:R:3
C -0.274962 0.993252 0.115899 -1.4 4.2 1.7
C -0.638413 -1.122357 0.020931 -2.2 0.1 1.0
C 0.087040 -1.834334 0.877888 0.1 -0.2 -0.1
O -1.353970 1.224126 0.764711 2.2 1.0 -1.0
O 0.917774 1.155328 0.732418 -0.3 -0.5 -0.5
N -0.187691 1.264502 -1.253475 -0.5 -0.7 0.6
C 0.699160 1.443710 -2.054680 0.5 -0.3 -0.4
O 1.442903 1.601919 -2.928816 -0.2 0.1 0.3
H -1.395991 -0.197253 0.509804 1.7 -3.4 -1.6
H 0.732949 1.221075 1.681455 -0.1 0.0 -0.1
H -0.832056 -1.470589 -0.989004 0.1 -0.2 0.0
H 0.502335 -2.809694 0.645487 0.2 0.1 -0.1
H 0.300923 -1.469685 1.877382 -0.1 0.0 0.1
```
Forces are in eV/Å.

* LUMO energy: -0.0168 Eh
* M: 115.1 g/mol
* SMILES string: O=C=NC(=O)O.C=C
* E_HOMO: -9.54 eV
* charge: 0
* multiplicity: 1

***

6.
# C4H5NO3

The molecule C4H5NO3 at a distorted geometry (the ωB97M-V functional and the def2-TZVPD basis, the OMol25 dataset).

The geometry in XYZ format:
```
13
Properties=species:S:1:pos:R:3:forces:R:3
C 1.567279 -0.812323 -0.553031 0.5 -0.8 -0.1
C 0.385688 1.435767 -0.425646 -2.5 -0.1 2.4
C -0.996440 -0.514968 0.136579 0.8 -1.4 1.4
C 0.522078 0.086555 0.039476 -1.6 -1.4 -3.4
N -1.884408 0.242539 0.822439 0.6 0.8 -0.2
O -0.364819 2.281173 -0.798273 2.4 -0.3 0.1
O -1.247672 -1.655607 -0.208532 0.4 0.8 -0.4
O 0.890335 1.030419 0.984081 -0.1 2.5 -0.2
H -1.661326 1.211536 1.036860 -0.3 -0.5 0.1
H -2.767840 -0.156537 1.107917 0.2 0.1 -0.3
H 1.154511 -1.743819 -0.948546 -0.2 0.1 0.3
H 2.317185 -1.049444 0.207186 -0.1 0.0 0.0
H 2.085426 -0.355291 -1.400509 -0.1 0.2 0.3
```
Forces are in eV/Å.

* LUMO energy: -0.0237 Eh
* M: 115.1 g/mol
* SMILES string: C[C@@]1(C(N)=O)OC1=O
* E_HOMO: -9.94 eV
* charge: 0
* multiplicity: 1

***

7.
# C4H5NO3

The molecule C4H5NO3 at a distorted geometry (the ωB97M-V functional and the def2-TZVPD basis, the OMol25 dataset).

The geometry in XYZ format:
```
13
Properties=species:S:1:pos:R:3:forces:R:3
C 0.712802 -2.327827 1.685262 0.9 2.1 2.2
C -0.027121 0.564889 -0.206853 -0.1 -3.1 4.0
C -1.084108 2.257677 -1.122960 0.3 2.4 2.3
C -0.439894 1.699315 -2.115559 0.4 -3.3 -0.4
H -0.284108 -2.002369 2.144065 1.4 -1.3 -0.3
H 1.581197 -2.050413 2.418989 -1.6 0.0 -0.9
H 0.956717 -3.384053 1.517324 -0.9 0.3 -0.6
H -1.486747 3.276266 -0.994259 -0.1 -1.0 -0.3
H -0.341350 1.675968 -3.242179 -0.2 0.5 1.9
N 0.308607 -0.260599 0.754986 -0.9 1.5 -0.3
O 0.843769 -1.542603 0.506230 0.1 0.4 -1.6
O -0.811021 1.628476 0.136811 -0.1 1.0 -2.0
O 0.071258 0.465273 -1.481857 1.0 0.6 -3.9
```
Forces are in eV/Å.

* LUMO energy: 0.0291 Eh
* M: 115.1 g/mol
* SMILES string: CON=c1occo1
* E_HOMO: -8.19 eV
* charge: 0
* multiplicity: 1

***

8.
# C4H5NO3

A cluster of 2 separate species, C4H5NO3 in total at a distorted geometry (the ωB97M-V functional and the def2-TZVPD basis, the OMol25 dataset).

The geometry in XYZ format:
```
13
Properties=species:S:1:pos:R:3:forces:R:3
C -1.016321 0.286533 -1.028178 -2.4 -1.1 -0.3
C -0.118053 1.008972 -0.477423 -1.2 1.1 -1.1
C 0.418622 2.270042 -0.132588 1.8 1.5 0.6
C 0.545946 -1.305908 0.184581 5.2 1.1 -0.2
N -0.509452 -2.024848 0.270315 -3.3 -3.7 -2.9
O 0.305917 3.313070 -0.744484 -0.1 -1.6 0.7
O -1.865882 -0.459619 -1.405109 1.8 2.0 0.0
O 1.274670 2.198229 0.987124 -1.5 0.0 -0.7
H 0.796603 -0.674796 1.028498 0.4 -0.1 -0.3
H 1.154788 -1.538794 -0.691608 0.3 0.7 0.6
H -0.860988 -2.458085 -0.611500 0.2 0.4 1.7
H 0.899674 1.500925 1.556193 0.5 0.2 -0.1
H -1.025526 -2.115719 1.064178 -1.7 -0.4 2.3
```
Forces are in eV/Å.

* LUMO energy (spin up / spin down): 0.0142 / -0.1116 Eh
* M: 115.1 g/mol
* E_HOMO (spin up / spin down): -5.82 / -10.05 eV
* charge: 0
* multiplicity: 3

***

9.
# C4H5NO4

A cluster of 2 separate species, C4H5NO4 in total at a distorted geometry (the ωB97M-V functional and the def2-TZVPD basis, the OMol25 dataset).

The geometry in XYZ format:
```
14
Properties=species:S:1:pos:R:3:forces:R:3
C 2.028822 -1.309192 -0.515836 0.3 -0.7 0.0
C 1.210992 -0.075952 -0.430521 0.7 1.6 -0.5
C 1.500961 1.196486 -0.715794 -0.5 -0.5 0.1
C -0.471323 -0.251287 0.126375 -0.7 0.6 0.0
O -0.612504 -1.413438 0.438417 0.0 0.8 -0.1
O -0.991344 0.845487 0.012987 0.1 -1.5 0.4
O -3.799369 -0.071307 2.024135 0.2 2.3 -1.6
N -3.930156 0.947840 1.360966 -2.8 -1.3 1.1
O -4.957366 1.534254 1.039979 2.6 -1.0 0.5
H 1.494501 -2.196024 -0.155046 0.2 0.4 -0.1
H 2.342621 -1.513889 -1.549387 -0.2 0.2 0.2
H 2.950696 -1.188349 0.068811 -0.3 0.0 0.0
H 0.760110 1.994158 -0.591117 0.4 -0.5 -0.1
H 2.473359 1.501213 -1.113969 -0.1 -0.4 0.2
```
Forces are in eV/Å.

* LUMO energy (spin up / spin down): -0.1108 / -0.0747 Eh
* M: 131.1 g/mol
* E_HOMO (spin up / spin down): -10.50 / -10.50 eV
* charge: 0
* multiplicity: 1

***

10.
# C4H5NO7P2

A cluster of 2 separate species, C4H5NO7P2 in total at a distorted geometry (the ωB97M-V functional and the def2-TZVPD basis, the OMol25 dataset).

The geometry in XYZ format:
```
19
Properties=species:S:1:pos:R:3:forces:R:3
C 1.651467 -0.725586 0.168949 3.2 -0.1 1.0
C 2.030500 -2.069865 -0.088604 -5.4 1.2 -1.4
C 0.814659 0.067517 -0.470520 -2.0 1.7 -1.3
C -1.771318 -0.968782 1.477299 0.2 0.2 0.4
N -1.356187 -1.166268 2.539074 -0.3 0.0 -0.5
O -3.934392 -0.851276 -0.110293 1.3 0.0 0.1
O -2.271795 0.943633 -0.294493 0.7 -0.2 -0.6
O -1.658237 -1.577769 -1.078180 0.4 0.7 -0.3
O 3.107537 -2.597035 0.139616 3.5 -2.1 0.9
O 2.416577 2.116637 -0.683295 -0.5 0.8 -0.2
O 0.672910 2.401138 1.122950 -0.4 0.1 -0.8
O -0.208236 2.406093 -1.349840 1.6 -0.5 1.2
P 0.952933 1.899543 -0.460516 -0.9 -0.6 0.2
P -2.439846 -0.641186 -0.227245 -2.8 -0.9 0.6
H 2.432941 -0.172153 0.725086 -0.3 -0.5 0.1
H 1.214998 -2.731516 -0.614360 1.2 0.9 0.6
H 0.159533 -0.313064 -1.239250 -0.1 -0.2 0.0
H -0.263033 2.625909 1.285805 0.5 -0.4 -0.4
H -1.551017 1.354033 -0.842189 0.2 0.0 0.2
```
Forces are in eV/Å.

* LUMO energy (spin up / spin down): 0.2037 / 0.1067 Eh
* M: 241.0 g/mol
* E_HOMO (spin up / spin down): -0.38 / -2.59 eV
* charge: -2
* multiplicity: 3